(1)
{
  "formula": "C38H49N7NaO2P2Te",
  "method": "the ωB97M-V functional and the def2-TZVPD basis",
  "homo_energy_ev": -10.20,
  "gap_ev": 7.87,
  "e_tot_ev": -85010.1555,
  "total_charge": 1,
  "species": ["H", "P", "O", "H", "H", "C", "H", "H", "C", "C", "H", "H", "C", "C", "C", "H", "P", "H", "H", "C", "H", "C", "C", "H", "H", "O", "H", "N", "C", "H", "C", "N", "H", "H", "C", "H", "H", "C", "H", "C", "H", "H", "C", "H", "H", "C", "H", "H", "C", "C", "H", "H", "C", "H", "H", "C", "H", "C", "N", "H", "C", "C", "H", "C", "C", "C", "C", "C", "H", "N", "H", "N", "H", "N", "H", "C", "C", "H", "H", "H", "Na", "C", "H", "H", "H", "C", "H", "C", "C", "H", "H", "C", "C", "H", "Te", "N", "C", "H", "H", "C"],
  "positions_angstrom": [[3.76, -3.28, -4.85], [2.13, -1.68, -0.44], [3.59, 1.48, -1.34], [0.23, 3.98, -1.70], [-0.73, -5.57, -1.75], [3.89, -3.71, 0.49], [-0.48, 5.61, -1.62], [6.96, -1.39, 0.54], [-2.97, 4.76, -2.32], [3.17, 4.70, -0.46], [0.47, -0.76, 6.24], [5.58, 0.50, -0.18], [-2.75, 4.65, 1.11], [3.05, -2.62, -2.95], [-4.60, 2.05, -0.55], [2.53, -1.56, -6.11], [-1.94, 2.76, -0.74], [-5.29, 2.51, -1.27], [-2.59, 5.33, 0.28], [-2.74, -3.32, 2.48], [3.05, -4.39, 0.49], [1.11, 4.57, 1.89], [3.15, -2.56, -4.33], [-3.02, 4.68, -3.42], [0.63, -3.60, -2.25], [-0.72, 1.94, -0.80], [-2.59, -3.73, 4.52], [-1.84, 4.01, -1.83], [5.12, -4.19, 0.90], [-1.51, 2.68, 2.67], [-0.28, -5.02, -0.94], [-2.16, 3.36, 0.80], [4.10, 4.33, -0.89], [-1.05, -6.31, 0.58], [-2.54, -0.51, 4.04], [-3.41, -0.45, 3.40], [1.66, 5.46, 2.19], [-1.62, -1.46, -1.09], [0.98, 0.01, -2.44], [1.59, -0.71, -2.98], [-3.82, 4.59, 1.33], [-1.24, -1.01, -2.00], [-0.40, -0.68, 5.61], [-2.89, 5.81, -2.06], [3.57, -3.39, -2.40], [0.12, -4.71, 1.40], [1.14, 0.09, -4.92], [0.26, 4.85, 1.27], [2.46, -1.59, -5.04], [-2.20, 2.39, 1.88], [-4.53, 2.69, 0.32], [-3.90, 1.80, -3.14], [-1.45, -1.61, 1.17], [5.21, -5.23, 1.19], [2.96, 1.45, -2.08], [0.49, -3.90, -1.23], [-2.25, 5.07, 1.99], [3.73, -2.39, 0.08], [-0.96, 0.51, 5.49], [-1.91, 1.42, 1.49], [-2.44, -2.60, 1.25], [6.23, -3.36, 0.93], [-2.28, 1.18, -2.79], [-3.04, -3.00, 0.05], [4.76, -0.19, -0.34], [1.09, -3.18, -0.20], [-2.63, -2.42, -1.13], [2.27, -1.69, -2.26], [1.32, -3.01, 1.93], [-1.06, -1.06, 0.03], [-0.41, 4.76, -3.17], [3.69, 0.15, -0.94], [-5.02, 1.09, -0.25], [-0.83, -1.80, 5.06], [-3.20, 2.30, 2.31], [-3.30, 1.23, -2.43], [-2.42, -2.99, 3.74], [3.39, 5.59, 0.12], [-3.71, 0.22, -2.36], [-2.51, 1.55, 4.67], [0.57, 0.74, 0.03], [4.87, -1.56, 0.11], [7.19, -3.75, 1.24], [-0.02, -5.02, 2.43], [0.74, 4.07, 2.78], [-0.56, 4.63, -2.09], [-3.89, 4.36, -1.90], [6.10, -2.05, 0.54], [-1.89, -1.73, 4.26], [-3.05, -2.73, -2.08], [-3.21, -4.28, 2.32], [-0.46, -5.43, 0.37], [0.87, -3.58, 1.12], [2.49, 4.95, -1.26], [2.40, 3.19, 0.86], [-3.29, 1.85, -1.12], [-2.03, 0.58, 4.72], [-3.80, -3.76, 0.06], [-0.93, -1.29, 2.05], [1.67, -0.67, -4.36]],
  "lowdin_charge": [0.11, 1.11, -0.13, 0.05, 0.11, -0.07, 0.09, 0.12, -0.10, -0.41, 0.11, 0.15, -0.09, -0.07, -0.10, 0.11, 0.55, 0.09, 0.07, -0.04, 0.10, -0.44, -0.06, 0.09, 0.10, -0.36, 0.12, -0.30, -0.06, 0.08, -0.08, -0.30, -0.01, 0.11, -0.01, 0.12, 0.00, -0.15, 0.09, -0.12, 0.09, 0.10, -0.20, 0.09, 0.11, -0.09, 0.11, -0.02, -0.07, -0.11, 0.06, 0.09, -0.09, 0.11, 0.09, -0.08, 0.09, -0.27, 0.09, 0.07, -0.19, -0.06, 0.08, 0.00, -0.08, -0.39, -0.04, -0.37, 0.12, 0.05, 0.09, -0.09, 0.09, 0.14, 0.09, -0.11, -0.02, 0.00, 0.08, 0.10, 0.11, -0.21, 0.11, 0.11, -0.01, -0.10, 0.07, -0.02, -0.30, 0.12, 0.12, -0.08, -0.14, -0.01, 1.24, -0.29, -0.14, 0.12, 0.12, -0.07]
}

=====

(2)
{
  "formula": "C38H50AsKN2O3Si3",
  "method": "the ωB97M-V functional and the def2-TZVPD basis",
  "homo_energy_ev": -1.00,
  "gap_ev": 5.17,
  "e_tot_ev": -150139.6620,
  "total_charge": -2,
  "species": ["H", "C", "H", "H", "H", "H", "H", "C", "H", "H", "C", "H", "C", "H", "H", "H", "N", "H", "H", "C", "H", "H", "H", "Si", "C", "C", "H", "C", "H", "C", "C", "C", "C", "H", "H", "H", "H", "C", "H", "O", "C", "H", "C", "C", "C", "H", "C", "H", "C", "C", "H", "H", "H", "C", "C", "C", "H", "Si", "H", "H", "H", "H", "C", "H", "K", "C", "C", "H", "C", "H", "H", "C", "As", "H", "H", "O", "N", "C", "C", "C", "Si", "C", "H", "H", "C", "H", "H", "C", "H", "H", "O", "H", "H", "C", "C", "C", "H", "C"],
  "positions_angstrom": [[2.28, 1.69, -4.45], [3.37, 2.57, 0.54], [1.74, 0.09, -4.96], [1.21, -7.85, 2.23], [3.75, 3.54, 0.87], [-4.17, -0.57, 3.59], [-2.89, 1.97, 2.87], [-2.20, -2.48, 1.55], [1.69, -2.22, -3.32], [-1.49, 2.67, -4.25], [-6.46, 2.01, -1.46], [1.14, -2.47, -1.66], [-3.82, -1.03, 2.67], [0.43, 4.45, -1.37], [3.82, -0.77, 3.76], [0.26, 3.73, 0.24], [-2.81, 2.31, 0.52], [0.93, 1.54, -5.59], [0.64, -2.44, 1.19], [-5.28, 2.01, -0.74], [1.50, 4.98, -0.05], [2.83, 2.10, 1.37], [3.12, -1.12, 0.67], [2.21, 2.78, -0.91], [0.97, 1.62, 5.67], [-3.99, -1.37, 0.31], [-0.32, -1.28, -4.03], [3.80, -1.02, -0.18], [-0.62, 2.39, 6.94], [-2.70, -1.85, 2.72], [-0.95, -0.42, -3.77], [0.49, 1.35, 3.27], [-1.20, 2.21, 4.87], [1.69, 1.51, 6.47], [3.62, -7.49, 1.74], [-0.05, 3.48, -3.60], [-2.21, 2.58, 5.03], [-4.07, 1.68, -1.36], [4.34, -1.97, -0.29], [-1.82, 0.90, -1.05], [-2.76, 1.62, -0.59], [2.63, -0.30, 2.51], [3.34, -5.40, 1.30], [2.43, -4.35, 1.22], [2.80, -0.44, 3.57], [3.74, -0.17, -4.04], [-2.87, -2.18, 0.33], [-3.15, 1.08, -3.18], [1.35, 1.24, 4.41], [-1.85, 2.06, 2.52], [-5.37, -0.15, 1.45], [-5.25, 2.26, 0.31], [-5.26, 1.11, -4.49], [-0.77, 2.68, -3.42], [-0.82, 1.89, 3.56], [1.08, -4.53, 1.50], [-4.48, -1.16, -0.64], [2.84, -0.65, -1.74], [4.53, -0.24, 0.07], [3.87, 2.62, -2.78], [-1.31, 2.89, -2.50], [-1.55, -0.16, -4.64], [-5.27, 1.36, -3.44], [-0.39, -5.95, 2.09], [-0.97, -0.05, 0.99], [-1.18, -3.48, 1.61], [-4.08, 1.35, -2.71], [2.71, -3.10, -2.16], [1.40, 1.10, -4.70], [2.58, 3.76, -3.18], [4.83, -1.16, -3.04], [0.98, 4.12, -0.48], [1.04, 0.77, -1.15], [4.75, 0.59, -2.81], [2.78, -3.36, 0.92], [0.84, 0.97, 2.10], [-1.64, 2.27, 1.28], [3.22, 3.40, -2.37], [-4.49, -0.79, 1.48], [2.91, -6.67, 1.67], [0.13, 1.04, -3.29], [0.14, -3.38, 1.42], [-2.50, -2.62, -0.59], [-2.21, -2.05, 3.66], [2.02, -2.26, -2.27], [3.85, 4.23, -2.03], [2.10, -1.19, 3.94], [0.66, -5.81, 1.87], [4.22, 1.94, 0.29], [4.39, -5.23, 1.07], [2.64, 0.79, 4.27], [-1.61, -0.71, -2.95], [-7.39, 1.68, -3.37], [1.56, -6.86, 1.95], [4.16, -0.30, -3.04], [-0.32, 2.12, 5.93], [-7.39, 2.26, -0.96], [-6.47, 1.69, -2.81]],
  "lowdin_charge": [0.00, -0.21, 0.01, 0.08, 0.03, 0.09, 0.11, -0.37, 0.01, 0.03, -0.10, 0.02, -0.13, 0.01, 0.08, 0.02, 0.04, 0.02, 0.08, -0.05, 0.03, 0.02, 0.00, 0.25, -0.05, -0.12, 0.01, -0.22, 0.07, -0.10, -0.21, -0.34, -0.10, 0.10, 0.08, 0.02, 0.10, -0.14, 0.03, -0.30, -0.54, 0.04, -0.12, -0.06, -0.08, 0.00, -0.11, 0.08, -0.23, -0.18, 0.08, 0.10, 0.09, -0.21, -0.14, -0.23, 0.10, 0.26, 0.02, 0.00, 0.02, 0.03, -0.10, 0.09, 0.70, -0.05, -0.03, 0.03, -0.23, 0.02, 0.03, -0.21, 0.90, 0.01, 0.08, -0.25, -0.07, -0.22, -0.13, -0.14, 0.28, -0.15, 0.11, 0.11, -0.22, 0.02, 0.10, -0.06, 0.01, 0.09, -0.11, 0.02, 0.08, -0.12, -0.22, -0.14, 0.09, -0.13]
}